Density functional theory data (the ωB97M-V functional and the def2-TZVPD basis) for C5H7NO in the gas phase.

The geometry in XYZ format:
```
14
C5H7NO the ωB97M-V functional and the def2-TZVPD basis
C -2.26387 0.37287 -0.12782
C -0.93015 0.12585 -0.30503
C -0.58629 -1.12444 0.37280
O 0.85000 -1.04687 0.65584
C 1.27894 0.01686 -0.07046
N 2.62378 0.27830 0.01262
C 0.30629 0.69658 -0.76067
H -1.51296 -1.18405 1.02524
H -2.93114 0.79369 -0.85747
H -2.60737 0.35872 0.90876
H -0.70743 -2.00299 -0.26598
H 3.13055 -0.19627 0.74571
H 2.90179 1.24079 -0.12101
H 0.44788 1.67096 -1.21252
```

Properties
Gap between HOMO and LUMO   8.07 eV
Electronic energy   -8833.22088 eV
Relative energy (zero: lowest compared OMol25 entry of this formula, charge and spin)   287.71 kJ/mol
Highest occupied orbital energy   -0.2652 Eh
Spin multiplicity   1


Density functional theory data (the ωB97M-V functional and the def2-TZVPD basis) for a molecular structure, C5H7NO.

The geometry in XYZ format:
```
14
C5H7NO the ωB97M-V functional and the def2-TZVPD basis
C 1.81318 0.17264 -0.52434
C 0.35479 0.29306 -0.22699
C -0.49446 1.47346 -0.21559
O -1.71198 1.36384 -0.68067
C -1.89245 0.25792 0.31542
C -0.61590 -0.56440 0.18182
N -0.61595 -1.86183 0.54574
H 2.03850 0.35250 -1.58103
H 2.17523 -0.82996 -0.26908
H 2.40152 0.88619 0.06608
H -0.19410 2.47019 0.12433
H -1.92341 0.74841 1.31163
H 0.18333 -2.44617 0.34221
H -1.51830 -2.31584 0.61046
```

Properties
Gap between HOMO and LUMO (spin up / spin down)   7.13 / 7.13 eV
Electronic energy   -8831.25242 eV
Relative energy (zero: lowest compared OMol25 entry of this formula, charge and spin)   477.64 kJ/mol
Highest occupied orbital energy (spin up / spin down)   -0.2519 / -0.2517 Eh
Spin multiplicity   1


Density functional theory data (the ωB97M-V functional and the def2-TZVPD basis) for C5H7NO in the gas phase.

The geometry in XYZ format:
```
14
C5H7NO the ωB97M-V functional and the def2-TZVPD basis
O -2.46939 2.06809 0.09390
C -1.94145 1.26033 -0.93861
C -0.92150 0.33853 -0.45678
C -0.11191 -0.38572 0.05983
C 0.88908 -1.23850 0.57990
C 2.32211 -1.04560 0.07255
N 1.97418 -0.82094 1.45983
H -2.79307 1.47314 0.78289
H -2.72316 0.68127 -1.45061
H -1.49909 1.94218 -1.66954
H 0.58119 -2.26218 0.82396
H 2.60599 -0.17709 -0.51997
H 2.24722 -2.02389 -0.37125
H 1.83982 0.19039 1.53391
```

Properties
Gap between HOMO and LUMO   9.47 eV
Electronic energy   -8831.70119 eV
Relative energy (zero: lowest compared OMol25 entry of this formula, charge and spin)   434.34 kJ/mol
Highest occupied orbital energy   -0.3177 Eh
Spin multiplicity   1


Density functional theory data (the ωB97M-V functional and the def2-TZVPD basis) for C5H7NO in the gas phase.

The geometry in XYZ format:
```
14
C5H7NO the ωB97M-V functional and the def2-TZVPD basis
O 1.92474 -0.64261 -0.80604
C 1.21898 -0.37047 0.37581
C 0.53632 0.96261 0.49706
C -0.84622 0.82946 -0.09738
C -1.03675 -0.58123 -0.59622
C -0.17548 -1.00735 0.59973
N -0.60139 0.54458 1.31305
H 1.42874 -0.27904 -1.55178
H 1.89776 -0.60558 1.19573
H 0.98961 1.92806 0.68724
H -1.43453 1.70389 -0.34906
H -0.65142 -0.80062 -1.60136
H -2.06060 -0.94908 -0.52800
H -0.60946 -0.97840 1.60797
```

Properties
Gap between HOMO and LUMO   9.73 eV
Electronic energy   -8830.83474 eV
Relative energy (zero: lowest compared OMol25 entry of this formula, charge and spin)   517.94 kJ/mol
Highest occupied orbital energy   -0.3271 Eh
Spin multiplicity   1


Density functional theory data (the ωB97M-V functional and the def2-TZVPD basis) for a molecular structure, C5H7NO.

The geometry in XYZ format:
```
14
C5H7NO the ωB97M-V functional and the def2-TZVPD basis
C -2.20194 0.07216 -0.31246
C -0.35370 -0.27579 -0.25053
C 0.58923 -1.07728 -0.57536
C 2.08185 -0.11866 0.28212
N 3.11439 -0.82644 0.06987
O 1.66764 0.90798 0.81156
C -0.60071 0.90661 0.39683
H -2.80877 0.46505 0.50708
H -2.46853 0.56984 -1.24422
H -2.45895 -0.99330 -0.38726
H 0.63572 -2.01721 -1.12013
H 3.95239 -0.39708 0.47487
H -0.68176 0.93531 1.47883
H -0.46688 1.84881 -0.13120
```

Properties
Gap between HOMO and LUMO   9.16 eV
Electronic energy   -8830.30882 eV
Relative energy (zero: lowest compared OMol25 entry of this formula, charge and spin)   568.69 kJ/mol
Highest occupied orbital energy   -0.3243 Eh
Spin multiplicity   1


Density functional theory data (the ωB97M-V functional and the def2-TZVPD basis) for C5H7NO in the gas phase.

The geometry in XYZ format:
```
14
C5H7NO the ωB97M-V functional and the def2-TZVPD basis
C -1.61731 0.25710 0.69331
N -0.53346 0.23068 -0.30467
C -0.03018 -1.07510 -0.69864
C 1.30782 -1.07023 -0.53025
C 1.82483 0.17036 -0.03466
C 0.81767 1.08243 0.19941
O 0.58191 2.20629 0.57653
H -2.58269 0.09742 0.20549
H -1.59653 1.23387 1.18475
H -1.43806 -0.53738 1.41962
H -0.71745 -1.85206 -1.00123
H 1.93294 -1.93015 -0.74905
H 2.86517 0.39513 0.14962
H -0.81467 0.79165 -1.11024
```

Properties
Gap between HOMO and LUMO   8.12 eV
Electronic energy   -8834.42351 eV
Relative energy (zero: lowest compared OMol25 entry of this formula, charge and spin)   171.68 kJ/mol
Highest occupied orbital energy   -0.2706 Eh
Spin multiplicity   1


Density functional theory data (the ωB97M-V functional and the def2-TZVPD basis) for 2 unconnected molecules or ions with the total composition C5H7NO.

The geometry in XYZ format:
```
14
C5H7NO the ωB97M-V functional and the def2-TZVPD basis
N -1.64301 2.08290 -0.67662
C -0.84687 1.84364 0.13518
O 0.03151 1.61242 1.05258
C 0.85110 0.42316 0.85330
C 0.10583 -0.94059 0.86486
C 0.69778 -1.10977 -0.51949
C 1.27759 0.09347 -0.55071
H -2.33505 -0.17573 -1.43304
H 1.63533 0.54193 1.60237
H -0.98405 -0.84481 0.90046
H 0.43420 -1.64939 1.63292
H -2.30348 -0.91440 -1.52791
H 0.67831 -1.94437 -1.21364
H 1.87872 0.63526 -1.27284
```

Properties
Gap between HOMO and LUMO   11.29 eV
Electronic energy   -8832.47968 eV
Relative energy (zero: lowest compared OMol25 entry of this formula, charge and spin)   359.23 kJ/mol
Highest occupied orbital energy   -0.3865 Eh
Spin multiplicity   1


Density functional theory data (the ωB97M-V functional and the def2-TZVPD basis) for 3 unconnected molecules or ions with the total composition C5H7NO.

The geometry in XYZ format:
```
14
C5H7NO the ωB97M-V functional and the def2-TZVPD basis
C -1.57497 -0.45639 0.39980
C -1.53752 0.46718 -0.78163
C 0.93843 1.60297 0.13533
O 1.09528 1.14200 1.24386
C 1.97694 -1.53104 0.54487
N 2.06263 -2.47582 -0.11281
C -0.83978 -0.61756 -0.89891
H -1.03482 -0.19914 1.31799
H -2.47197 -1.05575 0.57012
H -1.95854 1.34943 -1.23798
H 0.31471 2.49904 -0.02460
H 1.41551 1.17514 -0.76635
H 1.85824 -0.61955 1.11872
H -0.24414 -1.28049 -1.50839
```

Properties
Gap between HOMO and LUMO   10.34 eV
Electronic energy   -8831.64901 eV
Relative energy (zero: lowest compared OMol25 entry of this formula, charge and spin)   439.38 kJ/mol
Highest occupied orbital energy   -0.3633 Eh
Spin multiplicity   1


Density functional theory data (the ωB97M-V functional and the def2-TZVPD basis) for a molecular structure, C5H7NO.

The geometry in XYZ format:
```
14
C5H7NO the ωB97M-V functional and the def2-TZVPD basis
N 0.52881 1.97263 0.59485
C -0.02474 0.76846 0.57510
O -0.28988 -0.07006 1.69304
C 0.29690 -1.20566 1.03190
C 0.64186 -0.43460 -0.25488
C -0.41076 -0.45728 -1.36766
C -0.94421 0.74374 -0.65029
H 0.12288 2.54348 1.34766
H -0.42294 -2.02150 0.88488
H 1.16894 -1.57904 1.58521
H 1.68526 -0.30608 -0.54214
H -1.07289 -1.33343 -1.37277
H -0.03473 -0.29159 -2.38308
H -1.24450 1.67093 -1.14181
```

Properties
Gap between HOMO and LUMO (spin up / spin down)   8.05 / 8.65 eV
Electronic energy   -8830.67293 eV
Relative energy (zero: lowest compared OMol25 entry of this formula, charge and spin)   533.55 kJ/mol
Highest occupied orbital energy (spin up / spin down)   -0.3132 / -0.3248 Eh
Spin multiplicity   1


Density functional theory data (the ωB97M-V functional and the def2-TZVPD basis) for C5H7NO in the gas phase.

The geometry in XYZ format:
```
14
C5H7NO the ωB97M-V functional and the def2-TZVPD basis
C -0.43645 1.98595 -0.56995
C -1.42514 0.86559 -0.56833
C 0.67999 2.06761 0.08858
C 1.59734 1.84127 0.95269
C -0.28378 -2.31194 0.33274
N -0.21146 -0.88239 0.14267
O -1.39660 -0.37600 -0.31043
H -0.71195 2.71265 -1.33515
H -2.35345 1.04722 -1.20435
H 2.43821 1.25113 0.68798
H 1.48509 2.38643 1.87418
H 0.37500 -2.95845 -0.42669
H 0.01933 -2.42765 1.35668
H -1.35411 -2.64040 0.06381
```

Properties
Gap between HOMO and LUMO (spin up / spin down)   7.37 / 8.64 eV
Electronic energy   -8829.36576 eV
Relative energy (zero: lowest compared OMol25 entry of this formula, charge and spin)   659.68 kJ/mol
Highest occupied orbital energy (spin up / spin down)   -0.2600 / -0.3033 Eh
Spin multiplicity   1


Density functional theory data (the ωB97M-V functional and the def2-TZVPD basis) for C5H7NO in the gas phase.

The geometry in XYZ format:
```
14
C5H7NO the ωB97M-V functional and the def2-TZVPD basis
O 1.28402 -0.21244 -2.28829
C 1.39547 0.21800 -1.15962
N 1.37615 -0.56661 -0.02838
C 0.76791 -0.12897 1.21949
C -0.78503 -0.32167 1.29771
C -1.33938 -0.32563 -0.05527
C -1.55946 -0.33012 -1.23880
H 1.59368 1.28842 -0.95627
H 1.20486 -1.53365 -0.27898
H 1.00384 0.93098 1.35732
H 1.23659 -0.67943 2.04066
H -1.03946 -1.25626 1.81418
H -1.23663 0.48273 1.89283
H -1.67654 -0.32276 -2.30009
```

Properties
Gap between HOMO and LUMO   10.64 eV
Electronic energy   -8834.11499 eV
Relative energy (zero: lowest compared OMol25 entry of this formula, charge and spin)   201.45 kJ/mol
Highest occupied orbital energy   -0.3577 Eh
Spin multiplicity   1


Density functional theory data (the ωB97M-V functional and the def2-TZVPD basis) for a molecular structure, C5H7NO.

The geometry in XYZ format:
```
14
C5H7NO the ωB97M-V functional and the def2-TZVPD basis
O -1.30791 1.93027 1.10290
C -0.85204 1.11837 0.07371
C 0.59499 0.73875 -0.11276
C 0.60474 -0.66184 0.49755
C 0.86621 -1.37576 -0.82032
N -0.10289 -0.32004 -1.27818
C -0.86602 -0.41536 0.03181
H -0.77080 1.72756 1.87864
H -1.23778 1.51222 -0.87671
H 1.42141 1.46182 0.05805
H 1.02423 -0.94351 1.46321
H 1.79842 -1.26885 -1.38411
H 0.53836 -2.42854 -0.87309
H -1.71092 -1.07508 0.23930
```

Properties
Gap between HOMO and LUMO   10.03 eV
Electronic energy   -8830.97872 eV
Relative energy (zero: lowest compared OMol25 entry of this formula, charge and spin)   504.05 kJ/mol
Highest occupied orbital energy   -0.3416 Eh
Spin multiplicity   1